## a
ORCA calculation (ωB97M-V/def2-TZVPD) on a gas-phase ion, C2H3NO3P (charge -1).

Last column: Mulliken charge in e.
Positions of all 10 atoms, in Å:
O  -4.016  1.136  0.407  -0.510
C  -3.927  0.146  -0.191  0.628
O  -4.220  -0.553  -1.083  -0.527
O  -2.723  -0.836  0.633  -0.522
C  -1.594  -0.242  0.789  0.122
N  -0.945  0.287  -0.166  -0.406
P  0.448  1.181  0.002  -0.101
H  -1.017  -0.240  1.756  0.308
H  -0.066  2.326  -0.761  0.021
H  0.250  1.565  1.374  -0.013

Values from the calculation:
SMILES: O=C([O-])O/C=N/P
Orbital gap, eV: 8.54
Total charge: -1
HOMO level, eV: -4.3

---

## b
ORCA calculation (ωB97M-V/def2-TZVPD) on a gas-phase ion, C2H3NO3P (charge -1).

Last column: Mulliken charge in e.
Positions of all 10 atoms, in Å:
O  1.977  1.018  -4.000  -0.571
C  1.720  0.325  -3.052  0.061
N  0.875  0.468  -2.059  -0.404
C  0.299  -0.492  -1.332  0.662
O  -0.051  -1.666  -1.528  -0.629
O  0.037  0.005  0.076  -0.369
P  -0.891  -0.812  1.299  0.008
H  2.394  -0.562  -2.869  0.203
H  -2.068  -0.349  0.755  0.001
H  -1.021  -2.000  0.579  0.038

Values from the calculation:
SMILES: O=C/N=C(\[O-])OP
Orbital gap, eV: 8.71
Total charge: -1
HOMO level, eV: -4.7

---

Least stable of them? a.

---

## a
ORCA calculation (ωB97M-V/def2-TZVPD) on 6 unconnected molecules or ions with the total composition C30H55ClN10.

Last column: Mulliken charge in e.
Positions of all 96 atoms, in Å:
C  4.360  -1.120  -1.618  -0.996
C  4.060  0.134  -0.823  -0.188
N  4.615  1.344  -1.441  0.358
C  4.608  1.733  -2.761  -0.427
C  5.247  2.927  -2.879  -0.663
N  5.574  3.289  -1.597  0.092
C  5.261  2.304  -0.761  -0.176
C  6.045  4.605  -1.151  -0.875
H  5.393  -1.161  -1.966  0.432
H  3.727  -1.168  -2.506  0.382
H  4.164  -2.028  -1.055  -0.005
H  4.553  0.119  0.148  0.318
H  2.972  0.231  -0.704  0.145
H  4.210  1.114  -3.546  0.630
H  5.447  3.576  -3.713  0.474
H  5.356  2.395  0.309  0.406
H  7.115  4.546  -0.945  0.368
H  5.504  4.972  -0.285  0.323
H  6.007  5.363  -1.933  0.351
C  1.480  6.259  0.279  -1.007
C  0.496  5.831  1.360  -0.515
N  -0.301  4.728  0.878  0.249
C  0.081  3.403  0.790  -0.616
C  -0.944  2.696  0.272  -0.509
N  -2.029  3.546  0.294  0.238
C  -1.622  4.770  0.634  -0.038
C  -3.415  3.195  0.007  -0.921
H  0.958  6.430  -0.665  0.342
H  2.162  5.441  0.016  0.195
H  2.101  7.123  0.499  0.405
H  -0.176  6.668  1.567  0.312
H  0.895  5.621  2.353  0.394
H  1.092  3.116  1.026  0.586
H  -1.100  1.647  0.053  0.404
H  -2.200  5.673  0.746  0.416
H  -4.120  3.859  0.500  0.363
H  -3.623  2.213  0.431  0.325
H  -3.557  3.179  -1.071  0.341
C  1.201  -5.980  4.786  -1.206
C  0.728  -6.321  3.386  -0.332
N  1.292  -5.450  2.353  0.161
C  1.334  -4.084  2.349  -0.645
C  2.068  -3.694  1.263  -0.362
N  2.365  -4.851  0.590  0.154
C  1.926  -5.913  1.278  0.042
C  3.050  -4.933  -0.698  -0.782
H  2.284  -5.822  4.703  0.390
H  1.181  -6.867  5.418  0.382
H  0.739  -5.114  5.246  0.334
H  -0.359  -6.165  3.359  0.206
H  0.798  -7.370  3.111  0.410
H  0.913  -3.528  3.168  0.584
H  2.230  -2.705  0.868  0.275
H  2.081  -6.958  1.074  0.382
H  3.287  -5.975  -0.890  0.305
H  3.952  -4.329  -0.672  0.324
H  2.375  -4.566  -1.471  0.327
C  0.885  1.881  -3.068  -0.550
C  0.067  1.821  -4.349  -0.540
N  -1.343  1.577  -3.981  0.214
C  -1.808  0.643  -3.049  -0.316
C  -3.151  0.679  -3.169  -0.738
N  -3.532  1.747  -3.963  0.255
C  -2.402  2.124  -4.575  -0.142
C  -4.886  2.078  -4.401  -0.870
H  0.404  2.598  -2.400  0.126
H  1.890  2.224  -3.290  0.273
H  0.948  0.928  -2.538  0.202
H  0.387  1.056  -5.055  0.297
H  0.069  2.767  -4.887  0.366
H  -1.124  0.017  -2.487  0.487
H  -3.833  0.069  -2.596  0.420
H  -2.409  2.734  -5.467  0.427
H  -5.231  3.011  -3.964  0.314
H  -5.541  1.281  -4.051  0.347
H  -5.003  2.092  -5.482  0.381
C  -2.736  -3.992  4.550  -1.534
C  -2.284  -3.176  3.329  -0.029
N  -3.329  -2.387  2.710  0.261
C  -3.247  -1.863  1.456  -0.548
C  -4.498  -1.532  1.051  -0.688
N  -5.348  -1.861  2.096  0.158
C  -4.613  -2.310  3.114  -0.124
C  -6.780  -1.681  2.205  -0.791
H  -3.552  -4.657  4.251  0.485
H  -3.119  -3.378  5.366  0.436
H  -1.955  -4.639  4.939  0.226
H  -1.786  -3.887  2.671  0.386
H  -1.527  -2.445  3.630  0.270
H  -2.341  -1.828  0.863  0.485
H  -4.905  -1.290  0.085  0.597
H  -5.005  -2.715  4.031  0.400
H  -7.220  -2.098  3.104  0.292
H  -7.243  -2.127  1.323  0.350
H  -7.032  -0.620  2.149  0.349
Cl  0.294  -0.788  -0.115  -0.800

Values from the calculation:
Orbital gap, eV: 9.03
Total charge: +4
HOMO level, eV: -16.9

---

## b
ORCA calculation (ωB97M-V/def2-TZVPD) on 6 unconnected molecules or ions with the total composition C30H55ClN10.

Last column: Mulliken charge in e.
Positions of all 96 atoms, in Å:
C  -0.664  5.622  4.517  -1.370
C  0.273  4.627  5.171  -0.222
N  0.319  3.346  4.462  0.176
C  -0.603  2.845  3.564  -0.388
C  -0.234  1.586  3.235  -0.773
N  0.936  1.324  3.941  0.205
C  1.229  2.403  4.666  -0.219
C  1.790  0.165  3.763  -0.793
H  -0.636  5.736  3.432  0.332
H  -0.538  6.608  4.966  0.376
H  -1.731  5.462  4.711  0.386
H  0.020  4.479  6.222  0.330
H  1.280  5.042  5.234  0.378
H  -1.507  3.384  3.343  0.574
H  -0.640  0.827  2.581  0.557
H  2.063  2.545  5.336  0.442
H  2.811  0.354  4.088  0.380
H  1.835  -0.143  2.721  0.199
H  1.381  -0.626  4.393  0.340
C  -1.414  -5.501  -1.538  -1.184
C  0.021  -5.004  -1.269  -0.510
N  0.458  -3.992  -2.241  0.404
C  1.377  -4.177  -3.251  -0.453
C  1.473  -2.977  -3.897  -0.707
N  0.629  -2.109  -3.265  0.216
C  0.020  -2.736  -2.262  -0.381
C  0.507  -0.697  -3.606  -0.703
H  -1.483  -5.922  -2.538  0.358
H  -2.116  -4.678  -1.435  0.331
H  -1.566  -6.281  -0.794  0.405
H  0.706  -5.849  -1.333  0.296
H  0.151  -4.557  -0.284  0.355
H  1.817  -5.149  -3.382  0.594
H  2.019  -2.599  -4.745  0.548
H  -0.683  -2.290  -1.576  0.529
H  1.418  -0.189  -3.293  0.324
H  -0.310  -0.260  -3.038  0.112
H  0.340  -0.531  -4.666  0.383
C  4.073  -7.336  0.838  -1.425
C  4.566  -6.757  -0.477  -0.192
N  4.364  -5.300  -0.559  0.157
C  4.785  -4.574  -1.656  -0.793
C  4.489  -3.286  -1.376  -0.202
N  3.846  -3.218  -0.162  0.233
C  3.778  -4.486  0.303  -0.186
C  3.434  -2.027  0.534  -1.149
H  4.110  -8.426  0.848  0.380
H  3.002  -7.205  1.031  0.363
H  4.637  -6.949  1.685  0.390
H  3.997  -7.196  -1.297  0.330
H  5.623  -6.969  -0.622  0.384
H  5.212  -4.948  -2.570  0.497
H  4.640  -2.378  -1.936  0.504
H  3.487  -4.758  1.304  0.492
H  3.784  -1.130  0.018  0.342
H  3.996  -1.925  1.464  0.423
H  2.342  -1.947  0.563  0.372
C  -3.957  1.145  1.617  -0.578
C  -4.692  -0.118  1.193  -0.620
N  -4.650  -0.358  -0.238  0.319
C  -3.504  -0.318  -1.001  -0.141
C  -3.871  -0.619  -2.277  -0.979
N  -5.233  -0.778  -2.281  0.098
C  -5.684  -0.640  -1.034  -0.010
C  -5.990  -1.212  -3.452  -0.780
H  -2.891  1.081  1.379  -0.188
H  -4.028  1.258  2.698  0.467
H  -4.417  2.024  1.166  0.350
H  -5.728  0.096  1.468  0.383
H  -4.384  -0.980  1.782  0.255
H  -2.554  -0.189  -0.495  0.410
H  -3.324  -0.732  -3.197  0.582
H  -6.666  -0.929  -0.695  0.398
H  -5.478  -2.028  -3.960  0.349
H  -5.954  -0.411  -4.193  0.352
H  -7.004  -1.462  -3.162  0.297
C  0.361  8.388  -0.420  -1.090
C  0.805  7.380  -1.459  -0.537
N  0.427  6.002  -1.073  0.153
C  1.215  5.270  -0.235  -0.517
C  0.640  4.055  -0.054  -0.561
N  -0.464  4.024  -0.864  0.189
C  -0.551  5.192  -1.511  0.003
C  -1.352  2.874  -1.030  -0.760
H  -0.707  8.368  -0.188  0.348
H  0.603  9.420  -0.663  0.378
H  0.788  8.182  0.567  0.329
H  1.890  7.380  -1.538  0.317
H  0.423  7.611  -2.451  0.369
H  2.126  5.655  0.194  0.461
H  0.912  3.183  0.518  0.654
H  -1.281  5.485  -2.247  0.405
H  -0.792  1.990  -1.321  0.223
H  -2.172  3.152  -1.687  0.328
H  -1.806  2.702  -0.053  0.287
Cl  0.033  -0.418  0.328  -0.689

Values from the calculation:
Orbital gap, eV: 9.85
Total charge: +4
HOMO level, eV: -17.7

---

Least stable of them? a.